Record 1
{
  "formula": "C6H18BrI2O7PS",
  "method": "wB97M-V/def2-TZVPD",
  "fmax_ev_per_a": 2.81,
  "homo_lumo_gap_ha": 0.29658,
  "homo_ev": -8.55,
  "mol_weight_g_mol": 599.0,
  "elements": ["C", "C", "I", "C", "I", "O", "S", "O", "O", "P", "O", "Br", "H", "H", "H", "H", "H", "H", "C", "O", "H", "H", "H", "H", "C", "O", "H", "H", "H", "H", "C", "O", "H", "H", "H", "H"],
  "positions_angstrom": [[-0.59, -0.63, 2.96], [-0.19, 0.52, 1.97], [1.63, 1.41, 2.79], [0.22, -0.17, 0.58], [1.69, 1.14, -0.39], [-0.96, -0.29, -0.19], [-1.09, -1.75, -1.01], [-0.97, -2.84, -0.01], [0.29, -1.92, -1.99], [1.52, -2.88, -1.24], [2.86, -1.84, -1.35], [1.96, -4.62, -2.63], [-1.38, -1.28, 2.53], [0.33, -1.23, 3.12], [-0.95, -0.24, 3.93], [-0.99, 1.25, 1.81], [0.69, -1.14, 0.86], [3.24, -1.82, -0.47], [1.20, 4.20, -3.22], [2.46, 3.98, -2.59], [1.35, 4.83, -4.09], [0.77, 3.25, -3.54], [0.52, 4.70, -2.52], [2.30, 3.42, -1.83], [-3.07, -0.20, 6.58], [-2.55, 1.05, 6.13], [-3.35, -0.79, 5.71], [-2.31, -0.73, 7.16], [-3.96, -0.03, 7.20], [-2.31, 1.56, 6.91], [0.01, -1.00, -5.74], [1.33, -1.22, -5.26], [0.05, -0.26, -6.54], [-0.41, -1.93, -6.13], [-0.63, -0.62, -4.94], [1.27, -1.87, -4.56]]
}

=====

Record 2
{
  "formula": "C6H18BrLiO6",
  "method": "wB97M-V/def2-TZVPD",
  "fmax_ev_per_a": 2.94,
  "homo_lumo_gap_ha": 0.22507,
  "homo_ev": -8.09,
  "mol_weight_g_mol": 273.0,
  "elements": ["Li", "Br", "C", "C", "O", "O", "H", "H", "H", "H", "H", "H", "C", "C", "O", "O", "H", "H", "H", "H", "H", "H", "C", "C", "O", "O", "H", "H", "H", "H", "H", "H"],
  "positions_angstrom": [[1.20, -2.16, -0.16], [0.81, 0.31, -2.38], [-3.60, -2.10, -2.24], [-3.37, -3.25, -3.22], [-1.99, -3.71, -3.34], [-3.43, -0.74, -2.69], [-2.66, -2.05, -1.69], [-4.48, -2.32, -1.63], [-3.81, -3.11, -4.21], [-3.91, -4.16, -2.94], [-1.78, -4.28, -2.60], [-2.53, -0.47, -2.48], [4.63, 6.13, -0.21], [3.55, 5.08, -0.52], [4.18, 3.71, -0.64], [5.14, 5.82, 1.03], [4.08, 7.07, -0.21], [5.40, 6.06, -0.97], [2.97, 5.51, -1.33], [2.91, 5.05, 0.36], [3.46, 3.07, -0.73], [5.58, 4.97, 0.99], [-1.55, -1.76, 3.24], [-1.32, -3.19, 3.78], [-0.01, -3.73, 3.60], [-1.21, -1.58, 1.88], [-0.83, -1.07, 3.68], [-2.50, -1.30, 3.52], [-2.00, -3.87, 3.26], [-1.57, -3.27, 4.84], [0.17, -3.79, 2.66], [-1.53, -0.86, 1.34]]
}

=====

Record 3
{
  "formula": "C6H18Cl2MgO3",
  "method": "wB97M-V/def2-TZVPD",
  "fmax_ev_per_a": 3.05,
  "homo_lumo_gap_ha": 0.33090,
  "homo_ev": -8.84,
  "mol_weight_g_mol": 233.4,
  "elements": ["Mg", "Cl", "Cl", "C", "C", "O", "H", "H", "H", "H", "H", "H", "C", "C", "O", "H", "H", "H", "H", "H", "H", "C", "C", "O", "H", "H", "H", "H", "H", "H"],
  "positions_angstrom": [[-7.33, 15.90, 1.10], [-5.74, 16.03, -0.47], [-8.19, 13.75, 1.50], [-8.33, 19.56, 3.31], [-8.18, 19.04, 1.88], [-7.30, 17.90, 1.87], [-9.00, 18.98, 3.94], [-8.89, 20.50, 3.19], [-7.41, 19.81, 3.83], [-7.82, 19.81, 1.19], [-9.15, 18.69, 1.55], [-6.49, 18.16, 2.32], [-10.23, 16.64, -1.93], [-9.37, 17.32, -0.81], [-9.06, 16.32, 0.15], [-11.24, 16.54, -1.55], [-9.86, 15.67, -2.25], [-10.23, 17.33, -2.78], [-10.00, 18.12, -0.43], [-8.50, 17.73, -1.33], [-9.86, 15.97, 0.56], [-5.83, 14.84, 4.90], [-5.85, 16.09, 4.03], [-5.86, 15.64, 2.64], [-4.97, 14.19, 4.72], [-6.67, 14.21, 4.61], [-5.84, 15.22, 5.92], [-4.98, 16.74, 4.18], [-6.75, 16.67, 4.19], [-5.02, 15.18, 2.49]]
}

=====

Record 4
{
  "formula": "C6H18CrN4O4S",
  "method": "wB97M-V/def2-TZVPD",
  "multiplicity": 4,
  "fmax_ev_per_a": 1.22,
  "homo_lumo_gap_ha": [0.31275, 0.36574],
  "total_charge": 1,
  "homo_ev": [-13.05, -13.41],
  "mol_weight_g_mol": 294.3,
  "elements": ["Cr", "N", "C", "C", "N", "C", "C", "N", "C", "C", "N", "H", "H", "H", "H", "H", "H", "H", "H", "H", "H", "H", "H", "H", "H", "H", "H", "H", "H", "O", "S", "O", "O", "O"],
  "positions_angstrom": [[-0.40, -0.53, 0.30], [1.58, -0.46, -0.46], [2.56, 0.65, -0.36], [1.89, 1.99, -0.60], [0.69, 2.12, 0.22], [-0.35, 2.96, -0.37], [-1.71, 2.38, -0.03], [-1.75, 0.96, -0.47], [0.95, 2.43, 1.62], [1.07, 1.20, 2.51], [-0.04, 0.25, 2.26], [1.95, -1.32, -0.06], [1.43, -0.72, -1.44], [3.36, 0.51, -1.09], [3.03, 0.61, 0.62], [1.59, 2.04, -1.65], [2.61, 2.79, -0.43], [-0.23, 2.95, -1.46], [-0.30, 4.01, -0.05], [-2.50, 2.96, -0.52], [-1.90, 2.42, 1.04], [-1.66, 0.91, -1.48], [-2.68, 0.57, -0.29], [0.12, 3.04, 2.00], [1.85, 3.04, 1.75], [1.07, 1.51, 3.56], [2.00, 0.66, 2.35], [-0.91, 0.62, 2.65], [0.12, -0.62, 2.76], [-1.30, -4.12, 0.09], [-0.58, -2.94, -0.22], [0.39, -2.96, -1.29], [-1.54, -1.70, -0.53], [0.07, -2.26, 1.02]]
}

=====

Record 5
{
  "formula": "C6H18N2O",
  "method": "wB97M-V/def2-TZVPD",
  "fmax_ev_per_a": 0.92,
  "homo_lumo_gap_ha": 0.29439,
  "homo_ev": -7.28,
  "mol_weight_g_mol": 134.2,
  "elements": ["C", "C", "C", "C", "O", "H", "H", "H", "H", "H", "H", "H", "H", "H", "H", "C", "C", "N", "N", "H", "H", "H", "H", "H", "H", "H", "H"],
  "positions_angstrom": [[-1.55, 1.12, -0.75], [-2.78, 1.58, 0.02], [-1.37, -0.79, 0.31], [-1.82, 0.57, -2.14], [-0.52, 1.87, -0.61], [0.76, 1.07, -0.64], [-2.60, -0.18, -2.15], [-2.11, 1.41, -2.79], [-3.10, 2.54, -0.41], [-2.53, 1.75, 1.06], [-3.61, 0.87, -0.05], [-2.41, -1.04, 0.13], [-1.26, -0.55, 1.37], [-0.84, -1.72, 0.07], [-0.90, 0.14, -2.56], [1.90, 0.22, 1.00], [2.36, -1.15, 1.47], [1.24, 0.12, -0.32], [3.25, -1.73, 0.45], [4.18, -1.34, 0.51], [1.84, -0.35, -0.98], [0.28, -0.40, -0.21], [3.34, -2.74, 0.57], [2.74, 0.91, 0.92], [1.18, 0.65, 1.70], [1.49, -1.80, 1.57], [2.82, -1.05, 2.46]]
}

=====

Record 6
{
  "formula": "C6H18N2Si",
  "method": "wB97M-V/def2-TZVPD",
  "fmax_ev_per_a": 5.31,
  "homo_lumo_gap_ha": [0.33896, 0.22366],
  "homo_ev": [-8.92, -6.02],
  "mol_weight_g_mol": 146.3,
  "elements": ["C", "C", "C", "C", "C", "C", "N", "N", "Si", "H", "H", "H", "H", "H", "H", "H", "H", "H", "H", "H", "H", "H", "H", "H", "H", "H", "H"],
  "positions_angstrom": [[-1.95, 0.26, -2.01], [-0.65, -0.20, 2.14], [2.04, -3.34, -0.51], [-1.94, 0.47, -0.43], [-0.74, 1.19, 1.64], [-0.81, 1.40, 0.12], [2.15, 2.26, -0.03], [1.54, -0.49, -0.36], [0.94, 1.10, -0.61], [-2.64, -0.51, -2.31], [-2.21, 1.09, -2.67], [-0.97, -0.15, -2.22], [-1.34, -0.93, 1.61], [-0.93, -0.31, 3.13], [0.42, -0.79, 1.97], [2.09, -4.15, 0.19], [1.23, -2.75, -0.62], [2.81, -3.37, -1.19], [-1.79, -0.48, -0.14], [-2.88, 0.73, -0.01], [-1.64, 1.60, 2.05], [0.09, 1.82, 2.01], [-1.06, 2.41, -0.06], [2.29, 3.15, -0.66], [3.03, 1.90, 0.29], [0.77, -1.04, -0.27], [2.14, -0.90, -1.05]]
}

=====

Please write out number 3 again, unchanged.
{
  "formula": "C6H18Cl2MgO3",
  "method": "wB97M-V/def2-TZVPD",
  "fmax_ev_per_a": 3.05,
  "homo_lumo_gap_ha": 0.33090,
  "homo_ev": -8.84,
  "mol_weight_g_mol": 233.4,
  "elements": ["Mg", "Cl", "Cl", "C", "C", "O", "H", "H", "H", "H", "H", "H", "C", "C", "O", "H", "H", "H", "H", "H", "H", "C", "C", "O", "H", "H", "H", "H", "H", "H"],
  "positions_angstrom": [[-7.33, 15.90, 1.10], [-5.74, 16.03, -0.47], [-8.19, 13.75, 1.50], [-8.33, 19.56, 3.31], [-8.18, 19.04, 1.88], [-7.30, 17.90, 1.87], [-9.00, 18.98, 3.94], [-8.89, 20.50, 3.19], [-7.41, 19.81, 3.83], [-7.82, 19.81, 1.19], [-9.15, 18.69, 1.55], [-6.49, 18.16, 2.32], [-10.23, 16.64, -1.93], [-9.37, 17.32, -0.81], [-9.06, 16.32, 0.15], [-11.24, 16.54, -1.55], [-9.86, 15.67, -2.25], [-10.23, 17.33, -2.78], [-10.00, 18.12, -0.43], [-8.50, 17.73, -1.33], [-9.86, 15.97, 0.56], [-5.83, 14.84, 4.90], [-5.85, 16.09, 4.03], [-5.86, 15.64, 2.64], [-4.97, 14.19, 4.72], [-6.67, 14.21, 4.61], [-5.84, 15.22, 5.92], [-4.98, 16.74, 4.18], [-6.75, 16.67, 4.19], [-5.02, 15.18, 2.49]]
}